The following is a quantum chemistry calculation of 6 unconnected molecules or ions with the total composition C33H71B2N6O11S2 in a non-equilibrium geometry, from the OMol25 dataset.

Last column: Mulliken charge in e.
Cartesian coordinates (Å):
H -8.715 4.119 3.358  0.2429
H 6.340 -2.382 6.172  0.3442
C 3.048 5.086 0.511  -0.1579
C 2.458 -5.292 -6.960  -0.7103
C 2.144 2.562 -0.387  -1.0317
C -4.335 1.047 -0.226  -0.3452
H 3.411 -7.020 -6.181  0.2144
H 1.677 5.320 2.446  0.2813
C 3.224 -0.372 1.118  -0.1160
H -8.714 -4.286 1.990  0.2797
H -0.821 2.137 -0.486  0.2023
O -7.644 -4.969 -0.189  -0.6469
H -6.642 -1.040 -1.947  0.3595
N -6.293 -6.363 0.935  -0.1662
H 1.420 -3.105 -4.363  0.3301
C -0.395 0.689 -2.289  -0.2388
H 0.939 5.780 -1.213  0.2871
H 1.433 1.995 0.363  -0.0764
H -0.474 -8.077 -7.085  0.2768
H -6.221 -6.715 3.020  0.3172
C -5.630 -0.774 -1.391  -0.4114
H -10.659 4.675 4.757  0.2889
C -6.544 1.548 -1.337  -0.4402
H 2.891 6.230 0.280  0.2045
H 8.509 7.978 4.359  0.2758
N 2.533 -6.674 -6.550  -0.1375
C 3.892 0.897 -3.741  -0.5247
N 8.542 -3.409 4.849  -0.1357
H 1.472 -5.022 -7.341  0.2891
H 3.207 -5.129 -7.740  0.2590
H 6.880 -2.521 3.886  0.1938
H 2.698 -4.668 -6.096  0.2365
H -7.335 2.253 0.696  0.2219
N -9.641 3.726 3.234  -0.1589
H -5.985 3.405 -0.031  0.2170
C 7.936 -2.739 3.723  -0.6491
O 3.482 2.109 0.078  -0.7187
H 0.785 2.044 -3.819  0.4474
H 2.764 2.957 -3.811  0.3601
H 7.655 6.424 4.542  0.3244
H 4.460 0.416 -0.633  -0.5433
H 0.062 2.922 -2.318  0.3006
S -3.878 1.075 1.444  -0.1554
H 4.532 0.215 -3.000  0.1149
H -8.397 -5.894 2.667  0.4061
C 0.202 -7.218 -7.117  -1.1435
H -4.238 -1.725 0.147  0.2081
H 5.904 -3.972 5.460  0.3360
C 2.867 -0.092 -4.552  -0.3364
H 9.524 -3.654 4.793  0.2178
H -5.872 -8.105 1.959  0.2753
H 0.139 -0.337 -2.113  0.0570
H 2.493 -1.250 0.854  0.1696
H -6.075 -1.779 0.608  0.1683
H -11.577 2.427 1.746  0.3643
H 2.654 3.695 2.398  0.1466
C 2.096 1.809 -1.843  1.7095
C 1.551 -7.620 -6.588  0.7476
C 7.958 -3.776 6.026  0.7060
H 5.715 -2.390 0.530  0.3432
C 7.020 6.537 1.915  0.7944
H -1.159 0.663 -3.205  0.2718
S -3.073 1.662 -1.467  -0.1331
H 3.313 -0.286 -5.642  0.2936
H -4.767 -0.691 -2.207  0.2218
O 0.697 4.919 -0.761  -0.5461
C -7.935 -5.028 2.187  -1.2895
C -1.320 1.180 -0.990  -0.4543
C 6.501 -3.463 6.221  -1.1541
O 8.625 -4.344 6.887  -0.6721
H 8.171 4.953 2.779  0.4378
H -5.401 -3.052 -0.721  0.3066
O 5.186 -2.323 1.382  -0.5079
C -6.947 2.774 -0.301  -0.7589
C -5.741 -7.028 2.092  -0.8274
H -7.189 -4.578 2.847  0.3434
H -5.978 1.919 -2.308  0.2229
C 0.650 1.935 -2.638  -0.9756
C 4.767 -0.907 1.479  0.1556
H 4.068 2.776 -2.461  0.1921
H 8.046 -3.382 2.847  0.2592
C 2.727 4.855 2.136  -0.8546
H 7.114 8.473 2.396  0.2321
H 2.872 0.210 2.099  0.1417
C 7.562 7.457 4.204  -0.8192
H -7.839 3.441 -0.679  0.3452
B 1.879 4.181 -0.276  0.7704
O 2.163 -2.603 -4.850  -0.5337
H 3.552 5.304 2.833  0.2165
H 6.180 -3.815 7.205  0.2724
O 6.736 6.796 0.748  -0.6586
B 3.392 0.640 -0.167  0.9604
H 6.965 4.429 1.587  0.2248
H 8.479 -1.805 3.553  0.2785
C 3.188 2.183 -3.007  -1.1574
O 1.785 -8.760 -6.195  -0.6651
H -5.912 -6.588 0.023  0.2291
C 2.720 -1.604 -3.879  -0.1037
H 6.425 4.933 3.200  0.3470
C -10.953 1.818 2.406  -1.3151
H 4.096 4.667 0.200  0.0792
H -4.674 -6.799 2.137  0.2844
N 7.223 7.551 2.804  -0.1658
H 1.790 0.333 -4.721  0.1242
H 4.686 1.283 -4.546  0.4116
H 0.291 -6.887 -8.156  0.3296
N -5.735 0.522 -0.573  0.1714
H 6.778 7.958 4.777  0.2691
H -7.577 1.020 -1.615  0.3699
C -9.633 2.499 2.640  0.8021
C -7.294 -5.438 0.890  0.8041
H -1.408 0.317 -0.194  0.3658
O -8.567 1.984 2.314  -0.6922
H -10.785 0.850 1.926  0.2876
H -10.774 5.448 3.157  0.2850
H 1.969 -1.600 -2.974  0.1002
H -11.724 3.981 3.507  0.3231
O 5.657 0.063 1.831  -0.5031
H -0.221 -6.422 -6.499  0.3181
C 7.156 5.124 2.410  -1.2465
H 3.795 -2.024 -3.593  0.1516
C -5.301 -1.971 -0.278  -0.7236
C -10.778 4.492 3.686  -0.8527
O 2.512 0.449 -1.364  -0.6292
H -11.461 1.647 3.359  0.3646

Atoms 1-2, force components in eV/Å:
-0.23 -0.11 -0.04
-0.14 -0.13 -0.16

Largest force on an atom   8.8 eV/Å
Spin multiplicity   1
HOMO   -4.752 eV
Net charge   -1

The following is a quantum chemistry calculation of 3 unconnected molecules or ions with the total composition C33H73BN2O7PS2 in a non-equilibrium geometry, from the OMol25 dataset.

Last column: Mulliken charge in e.
Cartesian coordinates (Å):
C 0.407 -0.393 3.212  -0.6172
H -5.657 3.877 -3.815  0.3585
H -9.940 -0.443 1.688  0.2210
C -7.135 3.229 -0.824  -0.0793
H -1.534 -1.616 2.099  0.1561
C -1.536 -3.821 -5.978  -0.6973
H -2.085 -0.405 0.045  -0.0936
H 1.039 -2.151 2.089  0.4362
H -3.383 -4.936 -5.931  0.2859
H 10.723 -5.090 2.211  0.3175
C -1.737 -1.787 3.160  -0.4280
H -2.935 -0.742 4.612  0.4680
H -8.137 1.088 -0.598  -0.1568
H 6.041 -1.069 0.957  -0.6976
O -7.392 -0.813 2.025  -0.6000
C -5.897 4.292 -2.832  -0.7305
O 7.332 -2.044 2.420  -0.7080
C 4.134 -0.723 0.111  -1.0700
H 2.970 0.188 2.184  0.3930
H -4.629 3.376 0.878  0.1595
C 8.693 3.283 0.687  -0.4624
H -7.431 5.391 -0.832  0.3961
C -2.975 -0.166 -0.541  -0.1780
H 8.144 5.239 1.422  0.4055
H 10.638 -2.721 2.630  0.3590
C 3.531 -1.655 1.173  -0.6691
H 0.134 -2.278 4.138  0.3827
C -3.520 1.218 -0.147  -1.6654
H -4.988 5.773 -1.523  0.2587
H -7.442 -1.522 1.392  0.2789
H -7.959 4.593 0.635  0.4725
H 6.157 2.269 0.516  0.2793
N -9.473 0.412 1.970  -0.6494
H 5.716 0.374 -1.526  0.5442
H 3.032 -1.210 3.249  0.2906
C 8.216 2.099 -0.192  -0.1765
H -4.767 6.121 -3.272  0.4111
H -9.937 1.182 1.497  0.2519
H -6.879 4.761 -2.929  0.3575
C -5.940 3.160 -1.777  0.4268
C -3.409 -2.435 -4.653  -0.5054
C -3.757 -2.808 -6.100  -0.7883
S -1.746 -3.059 -4.371  1.1426
C -4.833 5.342 -2.511  -1.1660
H -3.314 1.097 3.408  0.4462
H -4.829 -2.957 -6.214  0.3465
H -5.392 0.281 2.590  0.4046
H 7.311 -4.105 0.764  0.3983
H 4.325 -2.217 1.666  0.3088
H -2.391 0.409 2.091  -0.1678
O -0.824 -1.960 -4.243  -0.6511
H -0.776 -0.988 4.933  0.4991
H -3.465 -1.997 -6.769  0.3080
C 9.680 -3.235 2.670  -0.7250
H 8.652 1.181 0.200  0.0420
C 9.749 -4.634 2.041  -0.6041
C 6.698 1.929 -0.361  -0.6657
H -1.895 -2.863 3.258  0.5071
H -4.522 2.628 2.443  0.5247
H 7.204 -0.139 -0.775  0.3009
O -6.389 2.582 1.719  -0.6186
C -4.739 1.180 0.781  1.8498
C -2.963 -4.075 -6.456  -0.5793
H 6.860 4.055 1.528  0.2924
C -3.013 -1.034 3.567  -1.1396
B -8.076 0.353 1.588  0.6435
P -7.337 1.783 0.460  0.0514
C -7.177 4.593 -0.126  -1.5852
C 8.215 -3.581 0.455  -0.7104
H -6.238 4.830 0.372  0.0956
H -3.738 -0.928 -0.413  0.4549
H -4.671 -0.877 1.534  0.4234
H -2.714 1.779 0.338  0.4453
C -3.267 0.253 2.720  0.0604
H -0.938 -4.722 -5.868  0.3967
C 5.521 -0.202 0.549  0.5989
C 2.741 -0.878 2.250  -0.9688
H 1.066 0.122 3.914  0.5302
C 1.233 -1.076 2.106  -0.5719
H 5.353 0.492 1.373  0.3895
H -1.728 0.313 -2.087  0.2180
H 9.575 3.714 0.207  0.2993
C 6.299 0.450 -0.608  -0.8237
H 4.214 -1.216 -0.856  0.5121
C 9.445 -4.479 0.543  -0.6459
H -3.864 -1.695 3.416  0.4531
H -8.027 3.186 -1.457  0.6008
H -4.065 -2.923 -3.935  0.3839
H -0.213 0.373 2.745  0.2796
H -8.521 2.567 0.905  -0.3463
H -3.410 -1.361 -4.479  0.3922
H 3.471 0.143 0.030  0.3117
H 6.389 2.496 -1.237  0.2790
H 8.999 -5.281 2.499  0.3104
C -5.015 2.532 1.470  -0.6781
H -2.993 -4.286 -7.524  0.3496
H -1.023 -3.102 -6.615  0.3298
C -4.554 0.141 1.908  -1.7856
C -0.484 -1.394 3.964  -1.1217
H 2.845 -2.357 0.698  0.4885
H 7.251 4.745 -0.037  0.2857
H -2.492 -1.124 -2.296  0.0054
H 9.039 2.901 1.648  0.2806
N -2.608 -0.171 -1.983  -0.4924
H -5.008 3.211 -1.223  -0.5063
O -5.885 0.919 0.013  -0.3336
H 9.269 -5.441 0.064  0.3588
O 9.247 -1.227 1.017  -0.6635
C 7.681 4.403 0.903  -1.1657
H -5.954 2.202 -2.297  0.3519
H 8.640 2.235 -1.189  0.3233
O -1.801 -4.099 -3.374  -0.6576
H 0.922 -0.706 1.126  0.1562
H 8.068 -3.124 -0.521  0.4133
H -3.765 1.702 -1.086  0.4869
H -3.862 4.841 -2.482  0.2500
H 10.289 -4.002 0.041  0.3060
H 9.309 -3.251 3.691  0.3280
S 8.525 -2.295 1.660  1.2214

Atoms 1-2, force components in eV/Å:
-0.12 -0.16 -0.10
-0.06 -0.05 -0.05

Largest force on an atom   1.3 eV/Å
Spin multiplicity   1
HOMO   -3.154 eV
Net charge   -1

The following is a quantum chemistry calculation of 4 unconnected molecules or ions with the total composition C33H74O11 in a non-equilibrium geometry, from the OMol25 dataset.

Last column: Mulliken charge in e.
Cartesian coordinates (Å):
H 5.322 -3.102 2.075  0.1626
H 0.989 -1.485 -4.650  0.2514
H -0.459 -0.159 1.472  0.1346
C -7.125 -2.185 0.180  -0.3285
H -0.302 1.685 1.846  0.1291
H -3.846 -2.296 0.395  -0.0599
H 5.599 -5.144 -4.818  0.3444
H -5.992 -3.828 1.971  0.1673
O -7.883 -4.433 0.708  -0.2512
C -2.805 1.231 -1.495  -0.0238
H -3.458 1.414 -2.472  0.3524
O 3.652 -2.390 3.968  -0.3022
C 1.545 6.912 -2.891  -0.8888
H -4.310 -4.570 -2.248  0.3617
C 3.564 -1.924 2.619  -0.1291
H -4.908 4.504 1.640  0.2861
C 0.358 -2.442 -2.449  -0.6469
C 4.905 -2.111 1.905  -0.4774
H -8.743 -4.741 2.567  0.3313
H -3.594 7.266 1.380  0.2556
H 1.203 8.018 -0.479  0.2868
H -2.781 6.253 2.843  0.2689
H -1.955 7.145 -0.879  0.1897
C -5.416 -2.935 1.734  -0.4337
H -3.838 -2.919 -1.812  0.2501
H 0.784 1.813 3.756  0.2924
H -1.862 2.627 0.043  -0.3172
C 0.258 0.762 1.338  -0.1657
H 2.634 1.331 3.813  0.2188
C 6.422 -1.139 3.534  -0.3313
H 7.038 -5.533 3.609  0.2303
H 1.308 6.322 -3.901  0.2886
H -0.441 7.117 2.051  0.2642
H 0.500 -3.136 -5.130  0.4419
H 2.434 -2.640 -6.419  0.4122
C -1.235 1.103 -2.052  -0.4488
C -1.315 7.332 1.304  -0.5600
H -3.154 5.383 -0.227  0.1901
H -8.736 -2.713 1.516  0.3513
C -3.837 4.008 1.465  -0.7597
H 3.282 -0.865 2.597  0.0031
H -4.979 -2.578 2.673  0.4160
C -4.132 2.761 0.391  -0.4542
H -0.849 2.195 -2.216  0.2985
H -9.746 -5.224 1.158  0.3244
H 8.107 -2.285 2.822  0.3480
C 2.612 -2.730 -5.342  -0.4275
H 1.677 6.068 -2.068  0.2016
H -1.582 8.490 1.417  0.2922
H 2.793 -2.517 2.117  0.4735
H -4.448 1.767 0.921  0.1798
C -8.306 -3.076 0.575  -0.6036
H 2.103 2.626 2.546  0.2736
C 1.271 -2.543 -4.627  -0.4754
C -3.885 -3.951 -1.454  -0.7696
O 3.563 -1.703 -5.028  -0.4855
H 6.212 -5.278 -3.136  0.3136
H 1.655 -2.106 4.445  0.2941
C -2.798 5.130 0.859  0.1204
H -7.528 -1.223 -0.157  0.3953
O 1.539 0.587 2.047  -0.2259
H 0.229 8.854 -3.196  0.3083
H -0.437 6.008 -0.463  -0.0044
C -8.731 -5.181 1.565  -0.7811
H -3.508 3.582 2.524  0.2859
H -5.058 3.120 -0.263  0.2408
H 4.651 -0.804 -3.581  0.4115
O 5.856 -1.083 2.218  -0.4818
H 8.505 -4.658 4.111  0.3259
H -1.280 0.609 -3.137  0.2870
H 7.892 -4.524 2.428  0.3274
C 1.740 1.624 3.080  -0.6504
H 5.814 -2.904 -4.425  0.3537
O -0.453 0.294 -1.107  -0.2690
H 1.604 0.872 -0.527  0.2369
C -0.924 7.076 -0.282  -0.1357
H 5.757 -2.702 -2.650  0.4246
C 5.318 -5.230 -3.764  -0.8194
C 0.110 8.188 -0.908  -0.5817
H -9.070 -3.044 -0.208  0.4109
H 2.792 -2.203 5.813  0.2748
H 0.457 -1.353 -2.423  0.2150
H -0.720 7.254 -2.816  0.2441
H 5.644 -1.179 4.299  0.1426
H 6.944 -0.184 3.666  0.3973
C 4.129 -1.758 -3.712  -0.2250
H 3.029 -3.721 -5.172  0.1506
H 8.050 -2.082 4.597  0.4210
C 2.651 -1.822 4.798  -0.5642
C 7.449 -2.262 3.699  -0.5990
O 4.499 -4.138 -3.381  -0.2307
O -6.264 -1.871 1.282  -0.4689
H 3.351 -1.799 -2.948  0.0782
O -4.731 -4.042 -0.319  -0.3047
H -2.882 -4.317 -1.214  0.3108
H 0.499 -2.823 -1.433  0.2982
C -2.851 2.632 -0.626  0.0065
C -2.729 6.533 1.704  -0.6657
H -3.488 -3.804 1.287  0.4526
O 6.792 -3.518 3.866  -0.2487
H -0.638 -2.725 -2.802  0.3563
C -4.267 -3.236 0.767  -0.1421
H 4.727 -2.020 0.828  0.4049
H -6.561 -2.599 -0.658  0.1515
H 2.527 7.565 -3.030  0.2688
H -1.698 4.668 0.896  -0.0255
H -2.793 3.513 -1.427  0.2101
H 4.744 -6.153 -3.637  0.2398
H -8.334 -6.197 1.642  0.2301
O 1.358 -3.009 -3.279  -0.3430
C 5.156 -2.881 -3.548  -0.6390
C 0.459 1.104 -0.287  -0.1930
H 2.750 -0.734 4.824  0.1224
C 7.611 -4.611 3.483  -0.7822
C 0.249 7.882 -2.546  -0.4275
H 0.319 2.262 -0.377  0.0278
H -0.171 9.306 -0.678  0.3222
H -3.155 0.280 -0.901  -0.1857

Atoms 1-2, force components in eV/Å:
-0.06 -0.06 0.24
0.03 0.04 -0.03

Largest force on an atom   2.9 eV/Å
Spin multiplicity   1
HOMO   -9.010 eV
SMILES   CCCCCCCCCCCCOCCOC.COCCOCCOC.COCCOCCOC.COCCOCCOC
Net charge   0

The highest largest force on an atom belongs to which entry?
C33H71B2N6O11S2